Entry 1:
{"formula": "C5H12N2", "method": "ωB97M-V/def2-TZVPD", "s_squared": 0.75, "spin_multiplicity": 2, "homo_lumo_gap_ha": [0.1108, 0.2197], "charge": -1, "species": ["C", "C", "C", "C", "C", "N", "N", "H", "H", "H", "H", "H", "H", "H", "H", "H", "H", "H", "H"], "xyz": [[-1.683523, -0.786431, 1.575918], [-0.746455, -0.050302, 0.663613], [0.113504, -1.039202, -0.223839], [0.971616, -0.148331, -1.118029], [2.709189, 1.380037, -0.722005], [1.847024, 0.647291, -0.223980], [-1.477501, 0.934498, -0.272076], [-2.174442, -0.008132, 2.279726], [-2.480198, -1.339206, 1.196951], [-1.179861, -1.661335, 1.981475], [-0.127681, 0.652037, 1.273045], [-0.323174, -1.648437, -0.999511], [0.556267, -1.571294, 0.673362], [0.298096, 0.384154, -1.941891], [1.516642, -0.913060, -1.706397], [2.476124, 1.956045, -1.695390], [3.844117, 1.380106, -0.592071], [-1.910764, 1.495310, 0.492358], [-2.228982, 0.336247, -0.641250]], "forces_ev_per_a": [[0.04, 1.50, 1.76], [-0.55, 0.43, -2.58], [-0.36, 2.49, 2.07], [0.83, 0.17, 0.70], [4.54, 4.89, -4.22], [-4.26, -4.82, 1.47], [-0.45, -0.95, 2.30], [0.97, -1.64, -0.35], [-1.81, -0.36, -1.86], [0.60, 0.50, 1.29], [0.23, -1.15, -0.64], [-1.39, -0.80, 0.61], [0.69, -0.12, -1.89], [1.10, -0.52, 1.74], [0.75, 0.44, -0.27], [0.27, -0.48, 0.61], [-0.98, -0.19, 0.54], [-0.22, 0.06, -1.24], [0.01, 0.58, -0.06]], "mulliken_charge": [-1.353, 0.052, -0.728, -0.848, -0.796, -0.415, -0.668, 0.306, 0.394, 0.344, 0.437, 0.327, 0.318, 0.226, 0.395, 0.257, 0.199, 0.282, 0.269]}

=====

Entry 2:
{"formula": "C5H12N2", "method": "ωB97M-V/def2-TZVPD", "s_squared": 0.75, "spin_multiplicity": 2, "homo_lumo_gap_ha": [0.0905, 0.3107], "charge": -1, "species": ["N", "C", "C", "C", "C", "C", "N", "H", "H", "H", "H", "H", "H", "H", "H", "H", "H", "H", "H"], "xyz": [[-1.061868, -0.939332, -0.027958], [-2.093931, 0.045636, 0.067173], [-1.378041, 1.355392, 0.033675], [0.058768, 1.049305, 0.379116], [0.201365, -0.366110, -0.361199], [1.454180, -1.158203, 0.113795], [2.691027, -0.585142, -0.472086], [-1.446196, -1.666965, -0.632421], [-2.780081, 0.020388, -0.861118], [-2.599258, -0.150157, 1.067132], [-1.900177, 2.076294, 0.772096], [-1.537863, 1.946271, -0.995349], [0.728772, 1.870994, -0.017034], [0.268132, 0.996322, 1.490059], [0.290851, -0.171805, -1.431186], [1.452566, -1.003433, 1.227645], [1.210725, -2.155396, -0.117828], [3.441158, -1.287894, -0.403708], [2.999868, 0.123839, 0.169191]], "forces_ev_per_a": [[-0.13, -1.67, 0.25], [-1.50, -0.11, -0.12], [-1.74, 3.56, 0.19], [1.04, 0.16, -0.68], [0.98, 1.75, 0.65], [-1.18, 2.54, 1.10], [0.06, -1.36, 0.06], [0.85, -0.27, -0.20], [0.35, -0.28, 1.44], [-0.08, 0.60, -1.31], [0.92, -0.86, -0.88], [0.72, -1.52, 1.86], [-0.34, -1.00, 0.20], [-0.39, -0.29, -1.18], [0.30, 0.11, -0.18], [0.02, -0.68, -0.76], [0.55, -1.47, -0.39], [-0.47, 0.23, -0.19], [0.05, 0.56, 0.11]], "mulliken_charge": [0.953, -2.491, -0.788, -0.825, -0.518, -1.086, -0.483, 0.524, 0.899, 0.483, 0.414, 0.443, 0.012, 0.529, -0.387, -0.106, 0.820, 0.262, 0.343]}

=====

Entry 3:
{"formula": "C5H12N2", "method": "ωB97M-V/def2-TZVPD", "spin_multiplicity": 1, "smiles": "N/C=C/CCCN", "homo_lumo_gap_ha": 0.3198, "species": ["N", "C", "C", "C", "C", "C", "N", "H", "H", "H", "H", "H", "H", "H", "H", "H", "H", "H", "H"], "xyz": [[-0.819287, -2.934611, 1.286822], [-0.843194, -1.806522, 0.469595], [0.339728, -1.245201, 0.015014], [0.009555, -0.212153, -1.088258], [-0.668942, 1.182670, -0.656786], [0.303380, 2.035190, 0.172807], [1.661601, 1.651359, 0.170348], [-0.013034, -3.257933, 1.803495], [-1.439410, -3.686115, 0.990773], [-1.797794, -1.430306, 0.038845], [1.334551, -1.070163, 0.480598], [-0.914758, -0.753432, -1.572027], [0.988369, -0.094711, -1.586669], [-0.944869, 1.868760, -1.514923], [-1.694276, 1.054492, -0.156375], [0.124398, 1.845014, 1.269822], [0.197062, 3.119653, 0.066253], [1.916321, 1.441602, -0.799080], [2.260599, 2.292406, 0.609746]], "forces_ev_per_a": [[-2.00, -0.40, 0.55], [3.95, -0.75, -0.44], [-2.91, 2.31, 0.49], [-2.45, -0.17, 0.71], [0.31, 0.56, -0.62], [-1.52, 0.22, 3.82], [0.80, -2.28, -2.73], [0.03, 0.49, -0.55], [0.31, 0.39, 0.40], [0.67, -0.93, 0.42], [-0.85, -1.13, -0.18], [2.48, 1.21, -0.54], [-1.14, 0.10, -0.86], [0.43, -1.29, 0.19], [1.72, -0.18, -0.30], [-0.96, 0.45, -0.75], [-0.47, -0.02, -0.50], [0.77, 0.49, 0.61], [0.84, 0.93, 0.30]], "mulliken_charge": [-0.442, -0.180, -0.223, -0.797, -0.365, -0.627, -0.463, 0.209, 0.201, 0.221, 0.330, 0.298, 0.352, 0.328, 0.219, 0.236, 0.361, 0.136, 0.206]}

=====

Entry 4:
{"formula": "C5H12N2", "method": "ωB97M-V/def2-TZVPD", "spin_multiplicity": 1, "smiles": "CCC/C(N)=C/N", "homo_lumo_gap_ha": 0.3094, "species": ["C", "C", "C", "C", "N", "C", "N", "H", "H", "H", "H", "H", "H", "H", "H", "H", "H", "H", "H"], "xyz": [[1.682906, 1.769531, -0.540137], [0.297227, 1.482506, -1.109098], [-0.637563, 0.878227, -0.068113], [-0.563169, -0.638244, 0.107967], [0.382739, -1.315489, -0.741511], [-1.123303, -1.179089, 1.187845], [-0.872558, -2.420084, 1.808679], [2.078257, 0.909867, -0.005694], [2.435838, 2.089434, -1.266033], [1.589171, 2.626879, 0.128880], [-0.120640, 2.407035, -1.497284], [0.353307, 0.833708, -1.977682], [-1.669119, 1.186149, -0.283571], [-0.423625, 1.332577, 0.900756], [0.431109, -2.290521, -0.454979], [-0.008925, -1.342798, -1.680260], [-1.580524, -0.484328, 1.880214], [-0.632193, -3.168418, 1.174501], [-1.618934, -2.676941, 2.435521]], "forces_ev_per_a": [[0.05, 0.39, -0.04], [0.27, -0.08, -0.24], [-0.69, 0.08, -0.06], [0.76, 0.24, 0.10], [-1.02, -0.43, 0.21], [0.60, 0.45, 0.67], [-0.06, 0.01, -0.49], [0.01, -0.04, 0.11], [-0.23, -0.23, -0.25], [0.07, -0.17, 0.35], [-0.16, 0.22, 0.09], [0.13, -0.19, -0.13], [0.10, -0.18, -0.13], [0.10, 0.08, 0.04], [0.23, 0.12, -0.06], [0.31, 0.07, -0.11], [-0.32, 0.04, -0.09], [-0.16, -0.13, 0.13], [0.02, -0.26, -0.11]], "mulliken_charge": [-1.207, -0.404, -0.772, 0.398, -0.544, -0.341, -0.556, 0.306, 0.355, 0.306, 0.354, 0.273, 0.362, 0.286, 0.218, 0.231, 0.337, 0.176, 0.224]}

=====

Entry 5:
{"formula": "C5H12N2", "method": "ωB97M-V/def2-TZVPD", "spin_multiplicity": 1, "smiles": "[H]/N=C/NC.C=CC", "homo_lumo_gap_ha": 0.3711, "species": ["H", "N", "C", "N", "C", "H", "H", "H", "H", "H", "C", "C", "C", "H", "H", "H", "H", "H", "H"], "xyz": [[-2.455601, -0.610864, 3.606626], [-2.375925, -0.136918, 2.711230], [-1.187741, 0.286528, 2.571442], [-0.825873, 1.115860, 1.532019], [0.586406, 1.183372, 1.180047], [-0.350912, 0.027244, 3.228136], [-1.446166, 1.004513, 0.741187], [0.731713, 1.888439, 0.362497], [1.144317, 1.620857, 2.006851], [1.004338, 0.216640, 0.887070], [-0.783336, -0.554649, -1.861342], [0.311067, -0.900123, -2.522513], [1.725420, -0.788821, -2.031852], [-1.738347, -0.502021, -2.368008], [-0.794937, -0.393987, -0.788290], [0.159997, -1.227627, -3.546112], [2.438567, -0.791370, -2.853672], [1.868231, 0.157603, -1.513623], [1.988783, -1.594669, -1.341699]], "forces_ev_per_a": [[-0.06, -0.25, -0.19], [0.04, 0.18, 0.32], [0.03, 0.07, -0.23], [0.24, -0.46, -0.18], [-0.07, 0.37, -0.03], [-0.08, 0.23, 0.18], [-0.13, 0.27, 0.08], [-0.18, -0.11, -0.13], [0.07, -0.28, 0.15], [0.12, 0.03, 0.08], [-0.13, -0.29, 0.21], [-0.14, 0.26, -0.36], [0.00, -0.14, 0.22], [-0.05, -0.30, 0.09], [0.15, 0.39, -0.09], [0.19, 0.19, -0.13], [-0.04, -0.16, -0.06], [-0.03, 0.00, 0.15], [0.05, 0.00, -0.06]], "mulliken_charge": [0.249, -0.672, 0.061, -0.343, -0.957, 0.362, 0.314, 0.336, 0.388, 0.328, -0.684, 0.060, -0.894, 0.244, 0.130, 0.305, 0.325, 0.187, 0.262]}

=====

Entry 6:
{"formula": "C5H12N2", "method": "ωB97M-V/def2-TZVPD", "spin_multiplicity": 1, "smiles": "NC[C@@H]1CCCN1", "homo_lumo_gap_ha": 0.3632, "species": ["N", "C", "C", "C", "C", "C", "N", "H", "H", "H", "H", "H", "H", "H", "H", "H", "H", "H", "H"], "xyz": [[-0.380228, -0.407887, -2.674323], [-1.062984, -0.451804, -1.374341], [-0.288993, 0.324845, -0.326659], [1.061865, -0.267530, 0.038779], [1.341603, 0.314099, 1.435984], [-0.061447, 0.437696, 2.063815], [-1.024338, 0.294220, 0.945958], [-1.015848, -0.724890, -3.398406], [0.384252, -1.074922, -2.698491], [-1.236735, -1.461178, -0.999887], [-2.037345, 0.031528, -1.495556], [-0.176875, 1.352262, -0.697282], [1.846672, -0.019324, -0.670361], [0.933732, -1.343561, 0.140371], [1.975010, -0.354070, 2.026991], [1.851834, 1.272163, 1.392405], [-0.173648, 1.399166, 2.570826], [-0.241283, -0.371989, 2.768762], [-1.695246, 1.051176, 0.951416]], "forces_ev_per_a": [[-0.13, -0.23, -0.08], [0.09, 0.26, -0.28], [-0.19, 0.04, 0.05], [-0.05, 0.43, 0.44], [-0.13, -0.49, 0.12], [0.00, 0.01, -0.37], [0.16, 0.28, 0.01], [0.01, 0.12, 0.01], [0.06, 0.11, 0.13], [-0.06, -0.16, 0.10], [0.02, -0.11, 0.00], [0.21, 0.01, -0.04], [0.01, -0.18, -0.14], [0.16, -0.23, -0.19], [-0.02, 0.11, -0.08], [-0.05, 0.17, -0.15], [-0.05, -0.10, 0.12], [0.03, 0.08, 0.22], [-0.08, -0.11, 0.13]], "mulliken_charge": [-0.615, -0.838, 0.406, -0.816, -0.671, -0.498, -0.501, 0.240, 0.225, 0.312, 0.364, 0.188, 0.388, 0.329, 0.312, 0.313, 0.249, 0.320, 0.293]}

=====

E_tot per entry: -8355.46866 -8357.19494 -8357.11172 -8359.11527 -8358.49993 -8359.67234 eV
Energy relative to the best compared isomer or geometry (same formula, charge and spin) per entry: 65.5 25.7 69.7 23.5 37.7 10.7 kcal/mol